No. 1
The following is a quantum chemistry calculation of an isolated ion of composition C37H31N4 and charge +1, from the OMol25 dataset.

As for the SMILES: Cc1ccc([C@H](c2cn(C)c3ccccc23)c2n(-c3ccccc3)nc(-c3ccccc3)[n+]2-c2ccccc2)cc1. The energy relative to the best compared isomer or geometry (same formula, charge and spin) is 0.0 kcal/mol. Its molecular weight is 531.7 g mol⁻¹.

ORCA input file:
```
! wB97M-V def2-TZVPD RIJCOSX def2/J DEFGRID3
* xyz 1 1
H -2.4540 -5.6647 -0.0624
H -5.8230 3.8358 2.7563
C -1.0949 -2.7710 3.6993
C 2.3277 1.1101 2.5143
C -3.2188 -1.6223 1.1545
C -2.3135 -1.6417 0.0313
C -5.6652 -0.0776 3.3009
H -5.7869 -0.2269 7.8640
H 3.5801 -1.5909 5.0380
H -1.0684 -4.5571 -1.3389
N -1.8918 1.4057 2.5651
H -1.7148 -2.3339 4.4823
C -4.5772 -1.2015 5.6043
H 0.4070 -0.4773 -1.6149
H -6.0981 0.3397 2.3866
C -3.4239 -0.4596 2.0846
C 1.8723 -0.6615 4.1394
C -5.5806 -0.2263 5.7098
H -4.4572 1.7707 3.2332
H -0.9494 3.6281 1.6846
H -6.9199 0.8437 6.9935
H 0.8917 -1.6639 1.1896
C 0.4352 -2.3679 1.8882
H 4.4018 1.5539 2.1683
H 0.5182 -5.6500 2.8076
H -5.2265 1.3095 7.1665
C -2.7472 4.8704 1.6629
H 5.2102 -0.1957 3.7603
C 3.6931 0.9359 2.7261
C -4.1172 4.9234 1.9679
H 1.9445 1.8260 1.7819
C -4.0230 2.6316 2.7303
C -4.7584 3.8003 2.5100
C -4.1135 -1.5632 4.3257
H -1.3317 -4.8284 4.3026
H 1.1471 -1.2935 4.6554
C -0.1975 -2.5505 -1.5574
C -5.8969 0.4489 7.0084
H -3.8702 0.3731 1.5165
H -3.6573 -5.5377 1.2620
H -4.1243 -1.6358 6.5031
C 0.8458 -3.7082 1.9330
H 1.6537 -4.0518 1.2822
C -1.4038 -0.7210 -0.4796
H -4.1816 -5.3839 -0.4309
H -2.2270 5.7498 1.2791
H -1.5920 0.3443 -0.3258
N -3.1233 -3.7355 0.3894
C 1.4083 0.2920 3.2094
H -4.5212 -3.2455 1.9613
N -0.5632 1.6636 2.7501
C 3.2336 -0.8287 4.3395
N -0.9494 -0.5317 2.7542
C -0.0020 0.4956 2.9181
C -0.7922 -4.1414 3.6559
C -2.6845 2.5604 2.3457
H -4.6771 5.8477 1.7919
C -3.3667 -5.1564 0.2762
C 0.2112 -4.5976 2.7997
C -0.5763 -1.9261 2.7381
C -2.0221 3.6912 1.8639
H 0.6905 -2.8914 -2.0905
H -7.1497 0.7976 4.6233
C 4.1426 -0.0436 3.6207
C -1.1632 -3.4858 -1.1480
C -0.3344 -1.1899 -1.2526
C -2.2240 -3.0053 -0.3896
C -2.1532 0.0972 2.5468
C -6.2457 0.1838 4.5445
C -4.4355 -0.7424 3.2515
H -3.4910 -2.4446 4.1665
C -3.7490 -2.8950 1.2822
*
```

---

No. 2
The following is a quantum chemistry calculation of C37H32BrN6O10S2Ta as an isolated structure, from the OMol25 dataset.

The energy relative to the best compared isomer or geometry (same formula, charge and spin) is 83.8 kcal/mol. Its molecular weight is 1045.7 g mol⁻¹.

ORCA input file:
```
! wB97M-V def2-TZVPD RIJCOSX def2/J DEFGRID3
* xyz 2 1
H -4.7491 -16.1651 11.7858
C -3.6222 -15.0155 13.2983
H -4.9622 -23.9579 10.2219
H -6.7277 -20.0815 5.3065
H -2.1539 -18.5261 14.0942
C -0.0672 -22.8282 8.0688
C -7.0671 -24.6396 10.3565
H -6.2586 -23.2194 4.9682
C -3.5953 -17.4758 13.0103
C -5.1074 -19.3422 12.6208
C -5.9836 -23.5871 10.4409
H -11.2087 -17.6968 9.4554
O -6.3288 -22.7854 9.2569
C -1.6960 -20.7533 9.1372
C -11.3620 -18.4785 11.3618
N -6.9102 -19.8748 9.2000
C -9.0327 -25.6383 11.3009
C -2.2629 -22.0195 8.9613
N -6.0547 -22.8111 11.6649
H -6.1631 -21.0038 13.3535
O -5.0089 -21.1568 7.2108
O -3.4543 -22.3037 9.5289
H -7.1937 -21.5658 3.3621
C -2.5200 -15.1122 14.1689
C -2.1094 -16.4155 14.5644
H -3.3826 -18.8816 11.4531
H -5.5836 -23.2253 12.4749
C -13.5237 -19.3680 11.8509
H -2.1673 -14.2489 14.7154
H -4.0074 -23.1601 5.7528
H -7.7974 -27.6578 8.8737
C -5.6129 -20.6564 12.4597
N -13.9283 -19.1660 10.5905
C -0.3676 -20.4424 8.8476
C -7.6556 -17.8969 10.4155
O -1.1887 -24.5451 6.5983
O -2.1423 -18.5905 9.9208
C -2.5775 -17.5487 13.8797
H -5.5161 -19.4790 4.0944
C -8.0869 -20.4971 9.5201
C -11.8076 -18.2830 10.1081
C -6.9702 -25.7258 9.5839
C -4.2562 -22.5049 4.9470
H -7.2143 -22.9648 11.9109
H -6.0217 -18.0030 8.8996
H -1.2750 -16.4479 15.2745
H -10.0293 -25.5455 11.8568
C -4.0486 -16.1350 12.6340
H -8.3339 -21.2620 8.7766
C -12.1974 -19.1021 12.2817
C -6.7896 -18.5591 9.5091
H -14.2811 -19.6275 12.5781
O -3.1401 -24.4402 7.7631
C -5.9045 -20.3329 4.6497
Ta -5.1667 -21.2605 9.1114
O 2.3802 -22.2136 7.6174
N 1.6480 -21.2382 7.9558
H 0.0266 -19.4714 8.9659
Br -6.4255 -18.5131 14.0259
N -5.5382 -21.4868 11.4297
C 0.3730 -21.5009 8.4244
H -9.8530 -20.6569 10.6183
H -4.0878 -14.0826 13.0403
C -9.0298 -19.9934 10.3534
C -8.9407 -26.7327 10.4657
H -9.7780 -27.3937 10.4523
O 1.9550 -20.0039 7.9233
C -1.4128 -23.0626 8.3438
H -13.5302 -18.3508 8.7850
O -8.2450 -23.5825 12.1074
C -2.6273 -19.5890 9.4928
C -4.0272 -18.6568 12.3410
H -11.7103 -19.4990 13.1561
O -4.0084 -19.6267 9.3152
N -1.9503 -24.0945 7.5169
H -6.2464 -25.7100 8.7849
C -6.1494 -21.5145 3.6805
C -7.8176 -26.8443 9.6021
C -13.1301 -18.6734 9.7493
H -3.3954 -22.3508 4.2046
S -4.4244 -20.8579 5.5894
H -7.4212 -16.9618 10.8456
C -5.5552 -22.7856 4.2368
C -8.1251 -24.5952 11.3099
C -8.7631 -18.7039 10.8809
H -5.4525 -23.4654 3.3566
H 0.5468 -23.5192 7.4262
H -5.5746 -21.3272 2.7401
S -9.8743 -17.8128 11.8459
*
```

---

No. 3
The following is a quantum chemistry calculation of C37H32ClOP2Tc as an isolated structure, from the OMol25 dataset.

As for the expectation value of S²: 3.785. Its molecular weight is 688.1 g mol⁻¹. The energy comes out at -2726.9247 hartree.

ORCA input file:
```
! wB97M-V def2-TZVPD RIJCOSX def2/J DEFGRID3
* xyz 3 4
H 1.4425 -4.8459 0.0506
C -1.6925 -3.8200 -1.5833
H -2.7139 -1.7852 0.9505
Cl 2.9143 0.0208 0.3981
C 0.8494 4.1911 3.5202
H -4.9176 -2.6995 0.2645
H 3.9513 4.4241 2.1175
C 2.0719 3.9578 -3.8230
C 0.2244 0.0289 2.0268
C -4.0964 -3.9500 -1.2932
Tc 0.6143 0.0037 0.2220
C 0.3202 -3.1531 1.5848
C 1.7380 2.6014 -3.7236
C 1.7833 4.8005 -2.7443
H -2.9903 -5.0738 -2.7673
C -1.8790 4.2494 -0.5840
H 2.8524 -3.4937 3.8518
C 2.5126 -2.9090 -3.1391
H 2.0216 5.8695 -2.8105
C 2.2012 4.5336 3.3865
C -2.7209 2.3173 0.5836
H -0.7988 -4.1369 -2.1183
H 0.3059 4.4588 4.4241
H -4.8260 2.3315 1.0384
H 1.1731 -1.3523 -2.4719
C 1.5852 -2.3366 -2.2629
H -1.6073 -0.0228 -0.8581
C -2.9312 -4.3495 -1.9560
H 2.8086 3.1452 0.3340
H 1.9735 1.9210 -4.5520
H 3.7710 -4.6115 -3.5687
H 1.0260 4.9662 -0.7434
H -1.0221 -5.3833 3.7930
H -1.7384 0.0244 -0.1437
C -3.1577 4.8331 -0.5442
C 2.8976 4.1665 2.2386
C -3.9959 2.8776 0.5912
C 3.0503 -4.1712 -2.8795
C -1.5937 -2.8983 -0.5258
H -0.8610 3.2341 2.6029
H 0.8201 1.0501 -2.5401
C 1.0959 2.0781 -2.5927
H 2.7075 5.0827 4.1791
C 0.9466 -4.5246 3.9613
C 1.2046 -3.0226 -1.1005
C -2.7699 -2.5017 0.1329
H -2.5589 1.3384 1.0502
H -1.0727 4.8043 -1.0673
C 0.1949 3.5092 2.5017
C 1.8768 -3.6451 3.3829
C 0.8850 3.1700 1.3142
C -0.6133 -4.0375 2.1633
C 1.1982 4.3119 -1.5741
C 2.6574 -4.8669 -1.7308
H -5.0671 -4.3597 -1.5892
P 0.0434 2.1893 -0.0049
H 2.5415 4.3415 -4.7144
C -0.2887 -4.7075 3.3512
C -1.6331 2.9869 -0.0236
H 3.0675 -5.8524 -1.5216
H -5.2202 4.5839 0.0502
C -4.2205 4.1425 0.0323
C 1.5659 -2.9548 2.2144
C -4.0093 -3.0213 -0.2517
O -0.1156 0.0505 3.2208
H 1.1989 -5.0530 4.8766
P 0.0186 -2.1783 0.0424
C 2.2450 3.4615 1.2149
H -3.3142 5.8227 -0.9700
H -1.5768 -4.1952 1.6944
C 1.7381 -4.3017 -0.8461
H 2.2653 -2.2476 1.7880
H 2.8123 -2.3569 -4.0335
C 0.8307 2.9394 -1.4965
*
```

---

No. 4
The following is a quantum chemistry calculation of C37H32N10O9PbS as an isolated structure, from the OMol25 dataset.

The energy relative to the best compared isomer or geometry (same formula, charge and spin) is 0.0 kcal/mol. Its molecular weight is 1000.0 g mol⁻¹.

ORCA input file:
```
! wB97M-V def2-TZVPD RIJCOSX def2/J DEFGRID3
* xyz 2 1
N 3.5207 -4.4578 1.3760
H -5.3409 -3.4773 -3.6960
C 1.6906 5.2800 3.3712
C 2.8586 -4.0433 0.1239
N 0.1655 3.9288 2.1521
H 2.6574 5.3902 3.8436
H 4.2203 2.0707 1.2596
O 1.5071 -5.1199 -4.1635
H -3.1451 -6.1012 -4.9111
C -2.0933 -4.0676 -1.6885
S -2.5583 -2.0338 0.0141
C -0.7075 4.9409 2.1579
N -2.2244 -0.4485 -0.8158
H 0.2030 3.2191 -4.3831
H 3.3480 0.5034 2.9192
C 3.1400 3.4908 0.0457
C 2.3436 3.4126 -1.2296
C 3.2391 2.1446 0.7760
C -3.2479 0.5234 -0.6188
O 4.1294 -5.5001 1.3604
C 2.0951 -2.8948 0.1314
C -2.3485 -4.8334 -2.7966
C -3.8552 2.5681 0.1408
H -6.4545 0.7248 -0.9117
H -1.9896 0.0225 2.9342
H -1.7730 -1.4665 4.9088
C 0.6172 -1.2736 -0.9842
N 2.1902 1.8925 1.7906
H 3.1661 1.3482 0.0330
H 0.5171 -1.9690 5.7806
H -1.6413 -5.5901 -3.1115
O -0.3323 -1.2477 -1.9427
H 3.6265 -5.6996 -1.0197
C -2.9995 -3.0805 -1.3035
C 0.7808 6.3240 3.3834
H -0.7103 2.7178 -2.1558
C 2.4225 0.5360 2.3343
N 2.4281 -5.2308 -3.3751
N -3.7826 -5.3773 -4.6336
C 0.3292 2.9946 -2.2656
C 1.4794 -0.8009 4.2577
C 2.3384 -4.4063 -2.1556
H -1.2052 6.9248 2.7924
Pb -0.1542 1.8941 0.7837
H 4.1483 3.8150 -0.2052
C -5.4463 1.0419 -0.6747
H 1.0259 7.2600 3.8660
H 2.4825 -1.0118 4.6027
H -4.8608 -2.0863 -1.7026
H 3.2766 3.2109 3.0591
O -3.6062 -1.6686 0.9028
H -5.9624 3.0142 0.0291
C -0.8917 -1.0585 4.4358
C 1.4451 -2.5011 -1.0293
N -4.4800 0.1654 -0.9200
H -3.5488 3.5190 0.5618
H 1.9713 -2.3423 1.0511
C 3.0121 -4.8098 -1.0182
C 1.5550 -3.2665 -2.1831
O -1.2938 -2.4070 0.5815
C -4.4345 -3.6296 -3.1249
H -1.2135 -4.2265 -1.0828
H 3.9592 4.0514 -2.4803
C -1.0147 -0.2272 3.3384
N 0.0418 0.2997 2.7162
C -3.5275 -4.6276 -3.5434
C -4.1750 -2.8567 -2.0214
H 1.9242 2.3676 3.8041
N -2.8775 1.6841 -0.0808
H 1.0423 -2.9853 -3.0923
O -1.4573 0.5168 -2.7417
H 2.7015 4.2563 0.6884
C 1.2712 0.0072 3.1514
C 2.9231 3.7434 -2.4470
O 3.4020 -3.7072 2.3276
O 3.3916 -5.9494 -3.4876
C -5.1765 2.2959 -0.1484
H 2.5404 -0.1345 1.4815
H -1.6438 4.7661 1.6409
H 2.6030 3.9131 -4.5681
C 0.3800 -1.3384 4.9129
O 0.8665 -0.3496 -0.2404
N 1.0629 3.0258 -1.1493
H -4.6378 -5.2650 -5.1467
C 2.1684 3.6711 -3.6079
C 2.2476 2.8768 2.8914
C -0.4568 6.1463 2.7796
C 1.3451 4.0805 2.7629
C -1.3717 -0.3041 -1.8849
C 0.8387 3.2933 -3.5131
*
```

---

No. 5
The following is a quantum chemistry calculation of a 2-piece molecular cluster, C37H32N4O overall, from the OMol25 dataset.

Its molecular weight is 548.7 g mol⁻¹. The energy comes out at -1723.2810 hartree.

ORCA input file:
```
! wB97M-V def2-TZVPD RIJCOSX def2/J DEFGRID3
* xyz 0 1
C -3.7264 -1.9061 -1.4708
H -5.8074 6.2415 0.1447
H 5.9087 0.8047 1.6412
H 2.8568 -5.0497 2.8494
C 4.6749 0.9720 -0.1148
C -3.2922 4.0265 0.7959
H -3.5614 -2.0041 -2.5472
H -4.3124 -1.4480 2.3540
C 3.1847 1.1550 -2.1019
C -0.2281 -5.4463 -2.1569
C -5.1146 -2.2102 0.4970
C -4.8361 5.7548 0.0692
C -2.3068 4.5329 -0.0865
H -0.8615 -7.2167 2.3710
C -0.1021 -6.5417 1.9742
C 3.0767 -0.8061 -0.4798
H 0.5479 0.3808 -2.5779
N -1.0165 -5.8961 -2.9081
O 3.5991 4.0976 -0.8715
C 2.6914 3.2842 -0.7231
H 4.7096 -1.2176 2.4821
H 0.9090 1.4313 1.0137
H -0.9852 -6.4993 -0.0046
H -4.1208 7.0881 -1.4845
H -5.2900 4.2679 1.5779
C -4.1453 -1.5661 1.2799
C -4.5426 4.6475 0.8791
C 3.6486 0.4103 -0.8779
H -3.0528 3.1554 1.4093
C 0.9439 -6.0723 2.7865
H 1.2082 4.5079 1.8122
C 2.1950 2.2668 -1.7456
H 2.8336 -2.2092 1.1521
N 0.9656 1.7820 -1.1063
H 2.8181 -4.4731 0.4149
C 2.1176 3.9367 1.5979
C -2.6904 -1.3279 -0.6803
C -0.5290 2.9189 0.5764
C -1.4223 -1.0090 -1.2748
H -6.0266 -2.5927 0.9554
C 0.8443 -5.3276 0.0833
C -3.8815 6.2368 -0.8436
C -4.9189 -2.3216 -0.8918
H -2.2117 -0.6286 1.3325
H -1.1504 -1.4507 -2.2363
C 1.9676 -4.9754 0.8849
H 2.3169 3.2737 2.4497
N 2.5611 -3.5097 -2.5144
C -2.9619 -1.1147 0.7024
C 4.4120 -0.7707 1.5331
H -0.2951 4.4555 -0.8632
C 3.3803 -1.3386 0.7751
C 1.7572 -4.1481 -1.9338
H 1.9166 2.8215 -2.6549
H 4.0363 1.6445 -2.6015
H 0.9588 -6.3305 3.8453
N 1.9195 3.1518 0.4041
C 0.2945 0.7079 -1.5651
C -0.1768 -6.1447 0.6426
C 2.0039 -5.3365 2.2317
C 5.0762 0.3747 1.0763
H 2.9646 4.6059 1.4325
H 2.6898 0.4655 -2.7925
C -2.6340 5.6295 -0.9241
C -0.6130 0.0101 -0.7827
H 5.1643 1.8836 -0.4710
H 2.3959 -1.3430 -1.1477
H -1.8825 5.9960 -1.6313
H -1.0687 2.5366 1.4496
C 0.7900 2.2560 0.2827
H -5.6983 -2.7695 -1.5115
H -0.6680 0.2544 0.2799
C -0.9738 3.9584 -0.1574
C 0.7659 -4.9227 -1.3046
*
```

---

No. 6
The following is a quantum chemistry calculation of C37H32NO3PtS2 as an isolated structure, from the OMol25 dataset.

As for the expectation value of S²: 2.009. The energy relative to the best compared isomer or geometry (same formula, charge and spin) is 1.9 kcal/mol. Its molecular weight is 797.9 g mol⁻¹.

ORCA input file:
```
! wB97M-V def2-TZVPD RIJCOSX def2/J DEFGRID3
* xyz 1 3
H -1.1563 5.8734 2.8362
C -0.7191 -4.7103 1.9002
H -4.3062 -2.0269 -3.8827
C -0.8045 -2.2101 3.1535
C -4.9156 -2.0830 -0.5442
H 2.4534 3.6059 3.2053
H -0.2003 6.6829 -2.1050
C -2.5986 -1.5401 -0.9619
H -1.9864 -1.4104 -4.3271
H 2.0765 5.6417 4.5848
H 1.8922 6.6759 3.1747
C -2.8402 -1.6292 -2.3517
O 1.5941 -0.4488 0.4962
H 3.3434 -4.8640 -0.5676
H 4.1397 -6.1613 -2.5012
H 0.2476 -0.8099 -3.5137
C -0.3000 -0.9823 -1.4170
C -0.5835 4.9775 2.6281
C -1.7867 -1.3617 -3.2638
C -0.6496 -3.3943 3.9171
C 2.4943 -2.9130 -0.7494
H -0.6830 -5.6829 1.4274
C -0.8437 -0.9362 3.7729
C -0.9553 0.1977 3.0299
H -0.5638 -3.3134 4.9936
C 1.4399 3.7035 2.8349
O -2.5909 1.8889 0.4044
H 2.5834 2.7965 -1.8527
C -0.6063 -4.6121 3.3071
C -0.8768 -3.5897 1.1400
H 1.3020 4.3457 -3.1620
C 4.4602 -5.2523 -3.0082
H 1.4403 1.7571 1.9097
C 3.4829 -2.9564 -3.3515
C -0.5485 -1.0318 -2.8144
C -1.0592 -1.1197 0.9782
H 1.9973 3.4578 -0.3190
N -0.7840 5.8890 -1.9102
Pt 0.2004 1.8070 -1.2527
C 0.8783 2.6617 2.1207
C 2.2946 -1.8424 -1.6075
H -6.1390 -2.4382 -2.2937
C 1.3572 6.0089 3.8540
C -1.0451 0.0893 1.6224
C -4.1363 -1.9597 -2.8152
H -3.5151 -1.6863 0.9979
C 2.7943 -1.8415 -2.9004
H -0.7791 -0.8745 4.8521
C 3.6856 -4.0582 -2.5237
H 4.3381 -5.3945 -4.0811
H 3.8779 -2.9679 -4.3600
H 2.1189 -2.8737 0.2649
H 2.6670 -0.9826 -3.5478
C -0.2800 4.6548 -1.8468
S -1.1829 1.5686 0.6543
H 0.6089 6.6023 4.3770
H -0.4864 -5.5102 3.8986
C -3.6763 -1.7684 -0.0687
H -0.9646 -3.6707 0.0637
C -1.2842 -1.2150 -0.4947
C -0.4306 2.8011 1.6754
C -5.1510 -2.1851 -1.9330
S 1.3621 -0.4533 -0.9703
C 0.7224 4.8755 3.0957
H 5.5263 -5.1237 -2.8115
C 3.1860 -4.0164 -1.2240
C -0.9226 -2.3068 1.7488
H -5.7289 -2.2514 0.1490
H -2.1904 4.0093 1.5475
O -1.0262 3.6850 -1.6381
C -1.1733 3.9427 1.9118
H -0.9767 1.1671 3.5066
H 1.7426 5.3729 -1.8103
C 1.1951 4.4654 -2.0797
C 1.7232 3.2369 -1.3498
H -1.7789 6.0187 -1.8224
*
```